Formula: C16H32O3PRh
Source: the Open Molecules 2025 dataset
Level of theory: ωB97M-V/def2-TZVPD

## Properties
Largest force on an atom ... 0.064 hartree/bohr
Electronic energy ... -1305.73794 a.u.
Total charge ... +2
Spin multiplicity ... 5
LUMO energy (alpha / beta) ... -0.2403 / -0.3641 Ha
HOMO-LUMO gap (alpha / beta) ... 7.47 / 6.86 eV

Element x y z (Å)
1 C 0.03638 -2.49862 -0.34025
2 H -0.95739 -2.75334 -0.75331
3 H 0.78503 -2.99534 -0.94930
4 H -0.90208 0.59865 -1.37350
5 C 0.12633 -3.01006 1.09494
6 H 1.04537 -2.61348 1.52968
7 H -0.70113 -2.57743 1.67291
8 C 0.09897 -4.54037 1.09632
9 H 0.26607 -4.92196 2.11160
10 H -0.86616 -4.90952 0.73155
11 H 0.89454 -4.93480 0.44927
12 C 1.34431 1.72266 -0.10844
13 C 1.99182 0.70594 0.63554
14 C 2.29944 -0.37523 -0.24463
15 C 1.80818 -0.04047 -1.56991
16 C 1.20056 1.27454 -1.45983
17 C 0.62455 2.04709 -2.58900
18 C 2.03219 -0.80191 -2.81748
19 C 3.12555 -1.56421 0.06420
20 C 2.32444 0.77086 2.08163
21 C 0.89044 3.03836 0.39656
22 Rh -0.02687 -0.54773 -0.64836
23 H 1.30412 -0.50244 -3.57407
24 H 3.03004 -0.64607 -3.23956
25 H 1.90771 -1.87145 -2.63525
26 H 0.46974 1.41448 -3.46407
27 H -0.34233 2.48870 -2.31773
28 H 1.28495 2.87198 -2.86852
29 H 0.78701 3.04089 1.48990
30 H 1.62324 3.81454 0.13263
31 H -0.07789 3.33408 -0.03271
32 H 2.48283 -0.22514 2.50773
33 H 3.23441 1.36303 2.25791
34 H 1.51734 1.24844 2.65506
35 H 2.68716 -2.48531 -0.32372
36 H 4.13176 -1.47630 -0.37000
37 H 3.24258 -1.68797 1.14502
38 C -3.56137 1.79042 -2.04184
39 O -3.25471 0.61050 -1.26133
40 P -2.12972 0.53399 -0.14565
41 O -1.99089 1.97518 0.50098
42 C -2.42794 2.45035 1.79532
43 O -2.84963 -0.38951 0.90819
44 C -2.54423 -0.63620 2.29604
45 H -3.44131 1.55502 -3.11220
46 H -2.87728 2.62579 -1.80110
47 H -4.59013 2.10099 -1.84593
48 H -1.73147 2.14084 2.58934
49 H -2.42616 3.54403 1.73620
50 H -3.44832 2.11564 2.03188
51 H -3.18915 -0.03781 2.94427
52 H -2.76540 -1.69121 2.47797
53 H -1.49550 -0.44312 2.55507